Molecular formula: C19H32F5N2O9TeTi
Method: DFT, ωB97M-V/def2-TZVPD

Computed properties:
⟨S²⟩: 0.752
energy: -85613.3213 eV
relative energy (zero: lowest compared OMol25 entry of this formula, charge and spin): 99.8 kJ/mol
spin multiplicity: 2
charge: +2
LUMO level (alpha / beta): -6.43 / -6.45 eV
HOMO (alpha / beta): -14.879 / -15.451 eV

Last column: Mulliken spin population.
Geometry (Å):
C1 -0.004540 0.242309 -2.789897  0.000
H1 -0.564878 -0.735755 4.295279  0.000
H2 -2.031605 -0.251297 -3.388412  -0.001
H3 -1.755138 -2.154391 2.709832  -0.003
F1 0.885125 -4.901709 -1.229009  0.001
H4 -4.108816 -0.196243 2.490880  0.000
O1 -2.272393 -1.514601 0.844559  0.031
H5 -4.304572 -1.688483 0.373519  0.000
H6 0.666840 0.490353 3.975539  0.000
H7 3.644917 4.680178 -2.618422  0.000
C2 2.428978 -1.670252 -0.802307  0.005
C3 1.152922 1.605365 0.347477  0.051
H8 -1.670512 4.066335 -0.186723  0.000
O2 0.544046 -0.655445 -1.812899  0.007
H9 -3.418661 -2.530715 2.252362  0.000
C4 1.451652 -1.442540 2.703892  0.006
H10 3.502762 -1.586126 -0.628219  0.000
O3 0.219429 -0.771397 2.385987  0.012
C5 1.904054 -2.199909 1.483101  0.002
H11 -3.716588 -0.881091 -2.059171  0.001
F2 0.741967 -3.022500 -2.975988  0.003
C6 -1.081105 2.036824 0.078418  0.033
H12 0.454462 1.226527 -2.670783  0.000
H13 -2.096736 1.674361 0.115303  -0.003
C7 -3.332017 -1.706140 -0.115751  0.003
F3 -0.835200 -4.910720 -3.164245  0.000
C8 -3.240066 -0.582411 -1.126672  0.002
H14 0.237010 -0.144505 -3.779968  -0.001
C9 3.061544 3.947103 -2.065431  0.000
H15 -3.103587 -0.493691 3.913903  0.000
H16 -3.706290 0.334084 -0.755440  -0.001
O4 3.105757 2.673577 -2.691534  0.000
N1 3.549219 3.919817 -0.705645  0.000
H17 1.321009 -3.105326 1.316845  -0.002
O5 -1.836946 -0.340685 -1.341023  0.005
H18 -1.677188 1.369446 4.182840  0.000
F4 -1.768377 -2.644936 -2.623047  0.003
C10 2.940018 3.305639 0.345781  0.000
Te1 -0.499304 -3.761933 -1.748518  0.009
C11 -0.198125 -0.024453 3.549648  0.003
H19 -0.784504 1.891902 2.754992  0.000
C12 1.481777 2.935716 0.173951  -0.007
H20 1.940448 0.910166 0.597655  0.002
H21 -1.879763 1.324433 -2.575286  0.000
H22 3.985741 2.531757 -3.059809  0.000
C13 0.465519 3.858805 -0.032963  0.016
H23 2.298013 -1.060855 -2.859596  0.001
H24 -3.194790 -2.673170 -0.594478  -0.002
H25 2.199577 -2.699299 -1.072416  -0.001
H26 2.019470 4.251174 -2.082541  0.000
H27 0.678345 4.915853 -0.132266  -0.001
C14 -1.527278 0.291822 -2.592584  0.000
H28 2.195425 -0.687859 2.973307  0.000
O6 -2.245027 0.586345 2.344643  0.001
C15 1.987262 -0.707339 -1.877361  0.002
C16 -0.839545 3.385968 -0.060921  -0.006
H29 2.958283 -2.462237 1.574658  -0.001
C17 -1.243962 1.031164 3.236904  -0.001
N2 -0.100980 1.120398 0.252577  -0.035
O7 1.707659 -1.295350 0.382721  -0.007
O8 3.488838 3.058204 1.394775  -0.001
H30 4.522060 4.144566 -0.546348  0.000
Ti1 -0.421031 -0.839189 0.067532  0.916
O9 -0.309431 -2.748942 -0.270571  -0.046
H31 1.315789 -2.122815 3.547434  0.001
H32 2.382362 0.297148 -1.717762  -0.002
C18 -3.099815 -0.443892 2.823561  0.002
F5 -1.928040 -4.679758 -0.949043  0.002
C19 -2.641470 -1.769369 2.213164  0.003

Cartesian forces (eV/Å) of the 2 atoms listed first:
C -0.2 0.1 0.0
H 0.0 -0.1 0.0